Density functional theory data (ωB97M-V/def2-TZVPD) for a molecular structure, C45H47KN5Si2.

Output
relative energy (zero: lowest compared OMol25 entry of this formula, charge and spin): 1.7 kcal/mol
E_LUMO: 1.81 eV
spin multiplicity: 1
HOMO level: -3.03 eV
gap between HOMO and LUMO: 4.84 eV
net charge: -1
total energy: -3195.80436 Ha

```
100
C45H47KN5Si2 ωB97M-V/def2-TZVPD
K -1.205 0.134 -0.349
C -4.533 1.573 -0.686
N -3.490 1.833 0.304
C -3.405 3.260 0.603
C -2.013 3.870 0.527
C -1.878 5.246 0.702
C -0.613 5.805 0.698
C 0.480 4.969 0.524
C 0.249 3.617 0.340
N -0.972 3.073 0.333
C -3.680 1.018 1.502
C -2.637 1.252 2.569
C -2.984 1.748 3.819
C -1.990 1.943 4.767
C -0.681 1.642 4.432
C -0.426 1.147 3.162
N -1.377 0.958 2.252
C -4.573 0.161 -1.225
C -5.741 -0.588 -1.151
C -5.769 -1.846 -1.737
C -4.625 -2.322 -2.348
C -3.489 -1.523 -2.343
N -3.470 -0.297 -1.819
H -4.348 2.234 -1.535
H -5.530 1.818 -0.283
H -3.796 3.464 1.609
H -4.051 3.816 -0.080
H -2.755 5.868 0.847
H -0.482 6.871 0.834
H 1.494 5.349 0.533
H 1.071 2.920 0.204
H -3.642 -0.035 1.203
H -4.678 1.197 1.940
H -4.016 1.978 4.051
H -2.236 2.327 5.749
H 0.126 1.784 5.138
H 0.585 0.902 2.847
H -6.612 -0.189 -0.647
H -6.668 -2.448 -1.697
H -4.595 -3.306 -2.795
H -2.556 -1.881 -2.767
C 4.650 -3.484 0.733
C 3.298 -3.359 1.025
C 2.589 -2.236 0.603
C 3.213 -1.206 -0.104
C 4.579 -1.351 -0.382
C 5.291 -2.475 0.020
Si 2.262 0.409 -0.507
C 2.974 0.968 -2.194
C 3.753 0.135 -3.007
C 4.162 0.527 -4.278
C 3.802 1.772 -4.781
C 3.018 2.613 -3.999
C 2.607 2.210 -2.735
C 3.204 1.546 0.737
C 3.247 1.138 2.085
C 3.771 1.943 3.087
C 4.276 3.206 2.782
C 4.262 3.632 1.461
C 3.740 2.814 0.460
H 5.202 -4.361 1.053
H 2.786 -4.144 1.574
H 1.528 -2.165 0.821
H 5.094 -0.562 -0.926
H 6.347 -2.563 -0.217
H 4.039 -0.847 -2.639
H 4.764 -0.147 -4.880
H 4.121 2.076 -5.771
H 2.713 3.582 -4.382
H 1.959 2.869 -2.162
H 2.872 0.150 2.344
H 3.797 1.586 4.112
H 4.685 3.840 3.561
H 4.672 4.605 1.205
H 3.762 3.165 -0.568
C -1.166 -5.296 0.890
Si -1.591 -3.451 0.704
C -1.062 -2.691 2.358
C -3.489 -3.416 0.740
N -1.044 -2.556 -0.602
C -0.155 -2.784 -1.603
C 0.614 -3.973 -1.757
C 1.526 -4.144 -2.784
C 1.738 -3.149 -3.738
C 0.999 -1.978 -3.627
C 0.083 -1.797 -2.600
H -1.696 -5.732 1.744
H -0.094 -5.437 1.067
H -1.445 -5.868 -0.002
H -1.675 -3.073 3.185
H -1.156 -1.602 2.345
H -0.014 -2.927 2.580
H -3.878 -3.839 1.676
H -3.908 -3.992 -0.091
H -3.868 -2.390 0.650
H 0.499 -4.760 -1.020
H 2.097 -5.066 -2.832
H 2.465 -3.280 -4.530
H 1.151 -1.175 -4.340
H -0.458 -0.856 -2.570
```